Entry 1:
Below is a 10-piece molecular cluster, C24H45Cl2F15N3O12 overall at a distorted geometry, with properties calculated with ωB97M-V/def2-TZVPD.

## Properties
Charge   +1
LUMO level   -3.03 eV
HOMO level   -10.1 eV
Spin multiplicity   1
ΔE to the lowest compared entry with this formula, charge and spin   0.0 kJ/mol
Gap between HOMO and LUMO   7.0 eV

Element x y z (Å)
N (-0.62, -0.06, 2.10)
H (-0.68, -1.02, 2.40)
H (-1.50, 0.43, 2.17)
H (-0.35, -0.08, 1.12)
H (0.07, 0.41, 2.67)
N (2.96, 0.71, -0.93)
H (3.25, 1.08, -0.04)
H (2.44, 1.47, -1.35)
H (2.29, -0.03, -0.78)
H (3.67, 0.40, -1.57)
N (1.16, 4.93, -0.89)
H (0.31, 5.43, -1.13)
H (1.05, 4.03, -1.34)
H (1.28, 4.78, 0.10)
H (1.99, 5.29, -1.33)
O (0.36, -0.42, -0.51)
C (-0.46, 0.31, -1.46)
C (-0.16, 1.86, -1.87)
O (1.14, 2.46, -2.03)
H (-1.50, 0.18, -1.16)
H (-0.56, -0.32, -2.34)
H (-0.66, 2.42, -1.08)
H (-0.75, 2.19, -2.72)
C (-1.61, -3.90, -1.30)
C (-1.69, -3.05, 0.00)
O (-2.29, -3.76, 1.01)
C (-2.10, -3.44, 2.36)
O (-1.43, -2.50, 2.78)
C (-2.87, -4.31, 3.34)
F (-3.68, -3.54, 4.03)
F (-3.61, -5.18, 2.67)
F (-2.05, -4.97, 4.19)
H (-1.50, -3.18, -2.11)
H (-2.56, -4.40, -1.49)
H (-0.80, -4.62, -1.27)
H (-2.27, -2.16, -0.23)
H (-0.67, -2.94, 0.37)
C (0.63, -2.82, -4.49)
C (1.61, -2.23, -3.46)
O (2.88, -2.88, -3.62)
C (3.99, -2.38, -3.11)
O (4.17, -1.25, -2.57)
C (5.21, -3.35, -3.23)
F (5.90, -3.40, -2.09)
F (4.83, -4.61, -3.48)
F (6.11, -2.99, -4.15)
H (-0.38, -2.46, -4.29)
H (0.60, -3.91, -4.53)
H (0.83, -2.48, -5.51)
H (1.35, -2.46, -2.43)
H (1.76, -1.15, -3.50)
C (2.04, -2.60, 2.23)
C (2.55, -2.61, 0.79)
O (3.66, -3.45, 0.75)
C (3.53, -4.80, 0.64)
O (2.47, -5.45, 0.59)
C (4.90, -5.48, 0.55)
F (5.87, -4.67, 0.47)
F (5.05, -6.26, 1.69)
F (4.96, -6.26, -0.47)
H (1.65, -1.62, 2.53)
H (2.78, -2.83, 2.99)
H (1.27, -3.35, 2.38)
H (2.95, -1.63, 0.51)
H (1.73, -2.93, 0.14)
C (-5.36, 1.32, 4.29)
C (-5.61, 0.17, 3.30)
O (-5.59, 0.60, 1.93)
C (-4.43, 0.72, 1.30)
O (-3.31, 0.68, 1.81)
C (-4.65, 1.13, -0.18)
F (-5.88, 1.68, -0.43)
F (-3.65, 1.98, -0.57)
F (-4.44, 0.04, -0.92)
H (-5.40, 0.90, 5.30)
H (-6.05, 2.13, 4.06)
H (-4.35, 1.68, 4.08)
H (-6.59, -0.21, 3.56)
H (-4.92, -0.66, 3.44)
C (-0.28, 7.35, 4.68)
C (0.22, 5.96, 4.25)
O (-0.87, 5.25, 3.68)
C (-1.19, 5.35, 2.33)
O (-0.82, 6.24, 1.56)
C (-2.17, 4.28, 1.90)
F (-3.39, 4.84, 1.53)
F (-1.70, 3.61, 0.89)
F (-2.38, 3.37, 2.88)
H (0.60, 8.00, 4.68)
H (-0.73, 7.38, 5.68)
H (-1.01, 7.84, 4.04)
H (0.65, 5.42, 5.10)
H (1.05, 5.99, 3.54)
Cl (0.05, 2.47, -7.20)
C (1.28, 2.63, -5.90)
C (1.63, 1.27, -5.27)
Cl (2.46, 0.18, -6.34)
H (1.01, 3.37, -5.14)
H (2.26, 2.88, -6.31)
H (0.77, 0.74, -4.85)
H (2.35, 1.30, -4.45)

Here are the Löwdin charges for atoms 1 to 2, given in e: 0.30 0.05

Entry 2:
Below is C24H45ClO4P2Ti as an isolated structure at a distorted geometry, with properties calculated with ωB97M-V/def2-TZVPD.

## Properties
Charge   +1
⟨S²⟩   0.7886
LUMO level (alpha / beta)   -5.13 / -5.19 eV
HOMO level (alpha / beta)   -10.6 / -11.0 eV
Spin multiplicity   2
Gap between HOMO and LUMO (alpha / beta)   5.4 / 5.8 eV

Element x y z (Å)
Ti (-0.01, 0.01, 0.71)
C (-1.64, 1.60, 0.80)
C (-2.01, 0.64, -0.23)
C (-1.89, -0.60, 1.76)
C (-1.64, 0.84, 2.05)
C (-2.16, -0.72, 0.34)
C (-1.74, 3.14, 0.68)
H (-1.41, 3.48, -0.30)
H (-1.13, 3.64, 1.42)
H (-2.77, 3.46, 0.81)
C (-1.64, 1.45, 3.47)
H (-1.46, 2.52, 3.46)
H (-0.92, 0.97, 4.12)
H (-2.62, 1.30, 3.92)
C (-2.15, -1.67, 2.83)
H (-3.22, -1.74, 3.05)
H (-1.64, -1.44, 3.76)
H (-1.81, -2.65, 2.50)
C (-3.09, -1.87, -0.14)
H (-4.12, -1.60, 0.10)
H (-2.89, -2.79, 0.39)
H (-3.09, -2.10, -1.20)
C (-2.88, 1.18, -1.39)
H (-3.80, 1.57, -0.96)
H (-3.21, 0.42, -2.09)
H (-2.43, 2.02, -1.91)
C (1.53, 0.41, -2.71)
C (0.51, 1.28, -2.87)
C (-0.07, 1.64, -4.22)
C (-0.93, 0.49, -4.77)
C (-0.97, -0.74, -3.84)
C (0.05, -1.58, -3.76)
C (1.37, -1.37, -4.51)
C (2.24, -0.27, -3.88)
H (0.74, 1.87, -4.91)
H (-0.52, 0.19, -5.73)
H (-0.63, 2.57, -4.13)
H (2.50, 0.48, -4.63)
H (1.94, 0.05, -1.80)
H (-0.01, 1.78, -2.09)
H (3.19, -0.67, -3.54)
H (1.90, -2.31, -4.62)
H (-0.08, -2.57, -3.40)
H (1.16, -1.10, -5.54)
H (-1.92, 0.82, -5.05)
H (-1.92, -1.07, -3.52)
P (1.62, 1.67, 1.26)
C (1.38, 2.60, 2.90)
H (2.25, 3.22, 3.12)
H (1.24, 1.94, 3.75)
H (0.53, 3.28, 2.84)
C (3.44, 1.24, 1.55)
H (3.98, 2.10, 1.96)
H (3.92, 0.97, 0.62)
H (3.53, 0.41, 2.25)
C (1.95, 3.29, 0.32)
H (2.45, 3.10, -0.63)
H (2.60, 3.95, 0.90)
H (1.02, 3.83, 0.13)
P (0.90, -2.12, 0.45)
C (-0.21, -3.64, 0.08)
H (0.39, -4.47, -0.31)
H (-1.00, -3.44, -0.63)
H (-0.73, -4.00, 0.97)
C (2.63, -2.60, -0.21)
H (2.61, -2.80, -1.27)
H (3.03, -3.51, 0.23)
H (3.34, -1.81, -0.01)
C (1.37, -3.16, 2.00)
H (1.60, -4.20, 1.77)
H (0.56, -3.17, 2.73)
H (2.27, -2.76, 2.49)
O (-1.10, -0.48, 5.45)
Cl (-0.01, 0.01, 4.39)
O (0.89, 0.83, 5.35)
O (0.84, -1.25, 4.40)
O (-0.01, 0.01, 2.71)

Here are the Löwdin charges for atoms 1 to 2, given in e: 0.66 -0.25

Entry 3:
Below is C24H45IP2Ru as an isolated structure at a distorted geometry, with properties calculated with ωB97M-V/def2-TZVPD.

## Properties
Charge   +1
⟨S²⟩   8.7941
LUMO level (alpha / beta)   -2.38 / -6.11 eV
HOMO level (alpha / beta)   -9.7 / -10.4 eV
Spin multiplicity   6
ΔE to the lowest compared entry with this formula, charge and spin   52.3 kJ/mol
Gap between HOMO and LUMO (alpha / beta)   7.3 / 4.3 eV

Element x y z (Å)
Ru (0.32, -0.38, 0.96)
C (2.16, 2.06, 1.31)
C (3.26, 1.45, 0.69)
C (1.35, 0.80, -0.50)
C (0.95, 1.71, 0.59)
C (2.82, 0.66, -0.37)
C (2.29, 3.06, 2.39)
H (2.84, 2.66, 3.25)
H (1.31, 3.40, 2.76)
H (2.85, 3.93, 2.03)
C (-0.21, 2.64, 0.53)
H (-0.67, 2.69, 1.52)
H (-0.97, 2.29, -0.18)
H (0.09, 3.67, 0.24)
C (0.64, 0.77, -1.80)
H (0.59, 1.75, -2.29)
H (-0.38, 0.39, -1.67)
H (1.23, 0.10, -2.47)
C (3.70, 0.03, -1.36)
H (4.32, -0.75, -0.89)
H (4.39, 0.76, -1.81)
H (3.14, -0.46, -2.16)
C (4.68, 1.79, 0.99)
H (4.89, 2.84, 0.74)
H (5.36, 1.17, 0.40)
H (4.92, 1.66, 2.05)
C (-1.61, -1.46, 1.29)
C (-0.92, -1.69, 2.50)
C (-0.24, -2.99, 2.84)
C (1.04, -3.31, 2.04)
C (1.44, -2.28, 1.01)
C (0.70, -2.15, -0.21)
C (-0.53, -2.99, -0.48)
C (-1.79, -2.60, 0.32)
H (-0.93, -3.84, 2.72)
H (0.93, -4.30, 1.56)
H (0.05, -2.97, 3.90)
H (-2.15, -3.50, 0.85)
H (-2.44, -0.75, 1.36)
H (-1.25, -1.10, 3.36)
H (-2.58, -2.35, -0.39)
H (-0.77, -2.87, -1.55)
H (1.29, -1.93, -1.11)
H (-0.30, -4.06, -0.33)
H (1.88, -3.42, 2.75)
H (2.51, -2.03, 0.98)
P (-2.79, 1.55, 2.15)
C (-2.87, 3.41, 2.19)
H (-3.79, 3.76, 2.67)
H (-2.81, 3.82, 1.17)
H (-2.01, 3.79, 2.76)
C (-4.21, 1.36, 0.97)
H (-5.16, 1.62, 1.45)
H (-4.24, 0.31, 0.63)
H (-4.05, 2.00, 0.10)
C (-3.69, 1.26, 3.74)
H (-4.66, 1.80, 3.74)
H (-3.07, 1.62, 4.57)
H (-3.86, 0.19, 3.86)
P (-0.14, -1.06, -3.89)
C (1.23, -1.19, -5.12)
H (0.83, -1.50, -6.10)
H (1.94, -1.94, -4.76)
H (1.75, -0.23, -5.22)
C (-1.15, -2.50, -4.39)
H (-1.20, -2.57, -5.49)
H (-2.16, -2.40, -3.97)
H (-0.68, -3.40, -3.97)
C (-1.05, 0.36, -4.63)
H (-1.43, 0.11, -5.63)
H (-0.39, 1.24, -4.69)
H (-1.90, 0.62, -3.98)
I (1.36, -0.13, 3.49)

Here are the Löwdin charges for atoms 1 to 2, given in e: 1.05 -0.30

Entry 4:
Below is a 3-piece molecular cluster, C24H46B3N4O7PS2 overall at a distorted geometry, with properties calculated with ωB97M-V/def2-TZVPD.

## Properties
Charge   0
LUMO level   -0.45 eV
HOMO level   -9.1 eV
Spin multiplicity   1
Gap between HOMO and LUMO   8.6 eV
SMILES   COCCCCCCCCCCCB1OB(CCSc2nnco2)OB(P(O)(O)=S)O1.CCCC#N.CCCC#N

Element x y z (Å)
C (-6.03, -0.85, 2.66)
O (-6.18, 0.54, 2.27)
C (-7.55, 0.71, 1.76)
C (-7.69, 2.04, 0.86)
C (-6.30, 2.56, 0.24)
C (-5.54, 1.46, -0.66)
C (-4.13, 2.09, -1.17)
C (-3.10, 0.94, -1.65)
C (-2.04, 0.56, -0.45)
C (-0.52, 1.00, -0.82)
C (0.47, -0.09, -0.16)
C (2.02, 0.31, -0.32)
C (2.47, 1.18, 0.95)
B (3.14, 0.34, 2.16)
O (4.39, 0.84, 2.73)
B (4.01, 1.26, 4.07)
C (4.88, 2.28, 4.98)
C (5.21, 3.69, 4.29)
S (3.71, 4.74, 3.94)
C (2.88, 4.97, 5.57)
N (1.53, 5.32, 5.87)
N (1.44, 5.34, 7.25)
C (2.72, 4.99, 7.75)
O (3.69, 4.77, 6.74)
O (2.78, 0.70, 4.64)
B (2.81, -0.69, 4.16)
P (3.22, -2.08, 5.41)
O (2.89, -1.45, 6.99)
O (4.95, -2.27, 5.34)
S (2.28, -3.74, 5.14)
O (2.55, -0.86, 2.76)
H (-5.38, -0.97, 3.58)
H (-5.57, -1.42, 1.76)
H (-7.04, -1.34, 2.88)
H (-8.20, 0.84, 2.70)
H (-7.93, -0.23, 1.23)
H (-8.51, 1.85, 0.10)
H (-8.08, 2.86, 1.56)
H (-6.51, 3.46, -0.44)
H (-5.60, 2.89, 1.09)
H (-6.16, 1.24, -1.61)
H (-5.39, 0.46, -0.14)
H (-3.64, 2.67, -0.32)
H (-4.37, 2.73, -2.09)
H (-3.67, -0.03, -1.88)
H (-2.54, 1.23, -2.61)
H (-2.06, -0.57, -0.26)
H (-2.40, 1.06, 0.52)
H (-0.36, 1.13, -1.95)
H (-0.38, 2.04, -0.34)
H (0.21, -0.13, 0.95)
H (0.25, -1.09, -0.67)
H (2.08, 1.00, -1.24)
H (2.73, -0.57, -0.47)
H (3.26, 1.93, 0.56)
H (1.63, 1.84, 1.39)
H (5.86, 1.72, 5.25)
H (4.33, 2.42, 5.97)
H (5.83, 4.29, 5.06)
H (5.86, 3.58, 3.36)
H (3.03, 4.87, 8.85)
H (3.69, -0.92, 7.24)
H (5.30, -2.32, 6.26)
C (-0.33, -3.94, -5.04)
C (0.61, -3.82, -3.85)
C (-0.14, -3.59, -2.53)
C (-0.92, -2.31, -2.60)
N (-1.53, -1.30, -2.66)
H (-0.89, -3.01, -5.21)
H (0.24, -4.13, -5.95)
H (-1.04, -4.76, -4.91)
H (1.31, -3.00, -4.02)
H (1.19, -4.74, -3.76)
H (0.57, -3.53, -1.70)
H (-0.82, -4.41, -2.32)
C (3.14, -1.51, -7.73)
C (3.74, -2.89, -7.50)
C (3.16, -3.96, -8.44)
C (1.68, -4.08, -8.23)
N (0.52, -4.17, -8.06)
H (2.06, -1.50, -7.53)
H (3.60, -0.78, -7.05)
H (3.31, -1.18, -8.76)
H (3.56, -3.19, -6.46)
H (4.82, -2.84, -7.64)
H (3.63, -4.92, -8.24)
H (3.36, -3.69, -9.48)

Here are the Löwdin charges for atoms 1 to 2, given in e: -0.13 -0.25

Entry 5:
Below is C24H46Cl2IrN3O5Si as an isolated structure at a distorted geometry, with properties calculated with ωB97M-V/def2-TZVPD.

## Properties
Charge   0
⟨S²⟩   6.0169
LUMO level (alpha / beta)   0.44 / -1.27 eV
HOMO level (alpha / beta)   -4.5 / -6.1 eV
Spin multiplicity   5
ΔE to the lowest compared entry with this formula, charge and spin   353.9 kJ/mol
Gap between HOMO and LUMO (alpha / beta)   4.9 / 4.8 eV

Element x y z (Å)
C (-2.43, 0.05, -4.48)
C (-1.66, -0.93, -3.63)
H (-1.89, 1.01, -4.62)
H (-3.39, 0.27, -3.98)
H (-2.65, -0.31, -5.50)
C (-0.84, -1.84, -4.20)
C (-0.43, -1.79, -5.63)
H (-0.39, -2.64, -3.61)
H (0.11, -0.86, -5.89)
H (-1.30, -1.88, -6.28)
H (0.22, -2.64, -5.87)
Ir (-1.17, 0.64, 1.60)
Cl (-0.10, 2.94, 0.24)
C (-0.04, -2.03, 2.76)
O (0.32, -1.04, 2.08)
N (0.84, -2.90, 3.25)
C (2.23, -2.83, 2.83)
C (0.28, -4.13, 3.78)
H (-1.09, -2.19, 3.03)
H (2.67, -1.84, 3.06)
H (2.35, -3.07, 1.75)
H (2.75, -3.61, 3.39)
H (-0.63, -3.88, 4.34)
H (1.02, -4.58, 4.43)
H (0.03, -4.82, 2.97)
H (1.97, 1.52, 4.95)
H (-0.19, 4.45, 5.50)
C (1.94, 2.43, 4.32)
C (0.35, 4.36, 4.56)
N (0.58, 2.97, 4.21)
H (2.35, 2.14, 3.34)
C (-0.34, 2.22, 3.67)
O (0.05, 1.09, 3.19)
H (-0.28, 4.82, 3.80)
H (-1.39, 2.58, 3.58)
H (2.56, 3.22, 4.77)
H (1.29, 4.88, 4.61)
H (1.23, 0.16, -2.28)
H (3.17, -2.40, -1.29)
C (2.32, 0.16, -2.07)
C (3.61, -1.52, -0.79)
N (2.61, -0.47, -0.79)
H (2.63, 1.21, -2.07)
C (2.06, -0.08, 0.38)
O (1.12, 0.73, 0.45)
H (3.86, -1.79, 0.24)
H (2.48, -0.57, 1.26)
H (2.87, -0.37, -2.85)
H (4.49, -1.15, -1.33)
O (-0.63, 0.53, -2.24)
C (-1.54, -0.57, -2.16)
C (0.12, -2.24, -1.25)
C (-1.19, -1.77, -1.29)
H (0.87, -1.68, -1.82)
C (0.51, -3.41, -0.58)
H (-2.50, -0.15, -1.79)
C (-2.14, -2.49, -0.56)
H (1.57, -3.73, -0.60)
C (-0.48, -4.18, 0.05)
C (-1.80, -3.70, 0.07)
H (-3.18, -2.16, -0.55)
H (-0.21, -5.15, 0.47)
H (-2.57, -4.30, 0.60)
Si (-0.12, 3.53, -1.81)
Cl (-3.12, 1.19, 0.72)
C (1.60, 3.69, -2.36)
C (-1.03, 5.18, -1.48)
C (-1.32, 2.62, -2.91)
H (2.29, 2.86, -2.17)
H (1.98, 4.59, -1.83)
H (1.54, 3.84, -3.44)
H (-1.46, 1.55, -2.49)
H (-0.83, 2.39, -3.88)
H (-2.29, 3.06, -3.07)
H (-1.83, 5.11, -0.72)
H (-1.51, 5.49, -2.43)
H (-0.28, 5.94, -1.18)
C (-3.36, -0.32, 3.15)
O (-2.34, -0.74, 2.27)
H (-2.89, -0.21, 4.15)
H (-4.11, -1.13, 3.12)
H (-3.84, 0.65, 2.85)

Here are the Löwdin charges for atoms 1 to 2, given in e: -0.04 -0.22

Number 1: DFT total energy -120457.368 eV. Number 2: DFT total energy -87997.866 eV. Number 3: DFT total energy -54867.514 eV. Number 4: DFT total energy -78916.913 eV. Number 5: DFT total energy -76096.660 eV.